C5H13NO4S | ωB97M-V with the def2-TZVPD basis set

Positions of all 24 atoms, in Å:
C (-0.23918, -1.47175, -1.74370)
C (0.72508, -2.10851, 0.44964)
C (-1.37089, -0.74801, 0.47372)
C (0.84388, 3.73120, 0.94948)
C (-0.10236, -1.07131, -0.26572)
N (0.21425, 1.94372, -0.55640)
O (2.18416, 0.19928, -0.87423)
O (1.17403, 0.50107, 1.37943)
O (0.32549, 1.99343, -1.93653)
O (1.26598, 2.78411, -0.03684)
S (1.06545, 0.37821, -0.02286)
H (-0.82894, -0.63817, -2.24512)
H (0.68555, -1.59056, -2.25891)
H (-0.84246, -2.30497, -1.71868)
H (0.26005, -2.05832, 1.55480)
H (1.83599, -2.00459, 0.39993)
H (0.57469, -3.17478, 0.06920)
H (-1.60847, 0.29088, 0.42737)
H (-2.28787, -1.27371, 0.14006)
H (-1.33957, -1.07235, 1.59209)
H (1.00082, 3.27303, 1.95927)
H (-0.11342, 4.17022, 0.71374)
H (1.56443, 4.57361, 0.81162)
H (1.20854, 1.76989, -2.24587)

Forces on atoms 1 to 6 (eV/Å):
-1.0 4.1 0.4
-0.5 -2.3 2.7
-1.4 -1.3 2.0
1.5 0.2 0.1
1.6 0.5 -0.9
1.9 -0.9 0.4

Results
* total energy: -25906.3291 eV
* 2S+1: 1
* structure (SMILES): CON(O)S(=O)(=O)C(C)(C)C
* LUMO: 0.81 eV
* energy relative to the best compared isomer or geometry (same formula, charge and spin): 435.7 kJ/mol

=====

C5H13NOS | ωB97M-V with the def2-TZVPD basis set

Positions of all 21 atoms, in Å:
C (-2.31982, -0.14019, 1.73607)
C (-2.34077, -0.39958, 0.28623)
O (-2.84615, 0.16345, -0.67791)
N (-1.63978, -1.57746, -0.07396)
H (-2.50373, 0.90588, 1.93834)
H (-1.50642, -0.45073, 2.41105)
H (-1.55490, -1.89174, -0.94320)
H (-1.03682, -2.02683, 0.57662)
H (-3.26340, -0.62892, 2.10657)
C (0.98444, 0.98959, -0.00403)
C (1.23863, 1.83500, 1.33217)
C (1.77538, -0.75448, -1.88218)
S (2.41153, -0.07768, -0.40172)
H (0.13850, 0.40019, 0.18590)
H (0.66653, 1.60039, -0.80771)
H (1.94397, 2.63758, 1.19880)
H (1.55743, 1.38439, 2.15809)
H (1.35015, 0.11558, -2.48587)
H (2.59274, -1.15188, -2.47258)
H (0.98267, -1.48443, -1.89211)
H (0.26921, 2.38583, 1.58516)

Forces on atoms 1 to 6 (eV/Å):
-2.0 0.6 1.6
2.0 -2.7 -3.9
-0.4 0.9 2.0
-0.6 2.0 5.4
0.0 0.4 -0.1
0.0 -0.3 -1.0

Results
* total energy: -19767.9418 eV
* 2S+1: 1
* structure (SMILES): CC(N)=O.CCSC
* LUMO: 0.77 eV
* energy relative to the best compared isomer or geometry (same formula, charge and spin): 111.9 kJ/mol

=====

C5H13NOS | ωB97M-V with the def2-TZVPD basis set

Positions of all 21 atoms, in Å:
C (2.66091, 1.72611, -0.49346)
C (1.47482, 1.40865, 0.37253)
O (0.98459, 0.30751, 0.47255)
N (1.03236, 2.46794, 1.14928)
H (2.43734, 2.38553, -1.33865)
H (3.06417, 0.81755, -0.94503)
H (0.18812, 2.26374, 1.66271)
H (1.04808, 3.34196, 0.67352)
H (3.36886, 2.20041, 0.16728)
C (-1.01971, -1.55325, -1.40306)
C (-0.37204, -2.36482, -0.28029)
C (-2.53257, -0.45470, 0.89287)
S (-2.40151, -0.44913, -0.88306)
H (-0.30319, -0.88071, -1.87354)
H (-1.44946, -2.24313, -2.12154)
H (0.69836, -2.14361, -0.31545)
H (-0.39854, -3.44105, -0.43612)
H (-3.57072, -0.28115, 1.15495)
H (-2.29090, -1.34376, 1.48952)
H (-1.92560, 0.33531, 1.34122)
H (-0.69336, -2.09939, 0.71376)

Forces on atoms 1 to 6 (eV/Å):
-0.1 -0.3 -0.5
-0.5 0.0 0.2
0.1 -0.3 0.0
0.1 -0.7 -0.2
-0.2 0.2 0.3
0.0 0.0 0.4

Results
* total energy: -19768.6164 eV
* 2S+1: 1
* structure (SMILES): CC(N)=O.CCSC
* LUMO: 0.73 eV
* energy relative to the best compared isomer or geometry (same formula, charge and spin): 46.8 kJ/mol

=====

> Number 3 is which compound?

C5H13NOS